Formula: C21H25N5O4
Source: the OMol25 dataset
Level of theory: the ωB97M-V functional and the def2-TZVPD basis

Orbital gap: 9.252 eV
HOMO: -8.62 eV
Structure (SMILES): CCCO[C@@H]1CCCN(C(=O)c2cc(COc3ccc(-n4cncn4)cc3)on2)C1
ΔE to the lowest compared entry with this formula, charge and spin: 110.6 kcal/mol

Structure (XYZ):
```
55
Properties=species:S:1:pos:R:3:forces:R:3:mulliken_charge:R:1
C -5.924 -4.006 -1.592 0.229 0.066 0.063 -1.1319
C -4.816 -3.487 -0.685 -0.398 0.234 0.124 -0.5589
C -5.330 -2.447 0.307 0.359 -0.302 0.133 -0.3544
O -5.726 -1.299 -0.420 0.060 0.067 -0.168 -0.2428
C -6.523 -0.377 0.278 -0.386 0.374 0.238 0.3259
C -6.983 0.675 -0.736 0.269 -0.334 -0.034 -1.1102
C -5.777 1.468 -1.234 -0.115 0.106 0.215 -0.4598
C -5.020 2.087 -0.057 0.079 0.276 -0.593 -0.8060
N -4.633 1.054 0.875 -0.097 -0.055 0.231 0.1009
C -3.405 0.530 1.054 -0.489 0.088 0.270 0.6113
O -3.208 -0.432 1.786 0.367 -0.026 -0.114 -0.7401
C -2.228 1.144 0.382 1.081 0.198 -0.396 0.2755
C -0.943 0.534 0.421 0.352 0.479 -0.362 -0.2299
C -0.150 1.397 -0.272 -0.449 -0.765 0.606 0.0594
C 1.298 1.373 -0.623 0.045 0.314 -0.349 -0.5013
O 1.942 0.491 0.264 -0.193 -0.070 0.134 -0.2846
C 3.283 0.297 0.132 0.335 -0.105 0.008 0.4661
C 3.857 -0.585 1.051 -0.217 0.172 -0.146 -1.0263
C 5.205 -0.861 1.019 0.158 0.107 -0.178 -0.4911
C 6.012 -0.255 0.058 -0.918 0.352 -0.183 1.2047
N 7.386 -0.507 -0.009 0.981 -0.462 0.316 0.5715
C 8.176 -1.276 0.776 -0.012 0.167 -0.207 0.1186
N 9.415 -1.229 0.357 0.341 -0.355 0.360 -0.6459
C 9.353 -0.406 -0.710 -0.303 -0.069 0.187 -0.1945
N 8.153 0.049 -0.962 -0.138 0.475 -0.598 -1.0200
C 5.446 0.622 -0.859 0.264 -0.196 0.178 -0.5726
C 4.092 0.899 -0.826 -0.388 -0.017 0.129 -0.4290
O -0.887 2.439 -0.692 0.712 -0.113 -0.096 -0.2525
N -2.166 2.271 -0.286 -0.889 0.065 0.195 -0.5089
C -5.763 0.333 1.418 -0.090 -0.628 0.049 -1.5186
H -6.384 -3.176 -2.122 -0.093 0.024 -0.092 0.2577
H -5.525 -4.708 -2.320 -0.050 -0.082 -0.101 0.3736
H -6.690 -4.512 -1.008 -0.115 -0.069 0.023 0.2935
H -4.371 -4.310 -0.123 0.085 0.022 0.019 0.3873
H -4.035 -3.022 -1.289 0.127 -0.014 0.046 0.2631
H -4.535 -2.193 1.021 -0.190 0.002 -0.054 0.2215
H -6.190 -2.848 0.865 0.022 0.012 -0.028 0.3508
H -7.396 -0.894 0.718 0.145 0.080 -0.064 0.3688
H -7.473 0.175 -1.572 -0.103 -0.005 0.024 0.4046
H -7.705 1.340 -0.257 -0.059 0.019 0.020 0.4059
H -6.097 2.256 -1.917 0.035 0.022 -0.055 0.4076
H -5.111 0.790 -1.768 0.060 0.060 -0.089 0.2479
H -4.134 2.619 -0.399 -0.360 0.030 0.090 0.5063
H -5.675 2.787 0.476 0.069 0.022 -0.014 0.3175
H -0.683 -0.386 0.897 0.090 -0.186 0.110 0.5005
H 1.415 1.034 -1.665 0.042 0.082 0.161 0.3783
H 1.704 2.392 -0.543 -0.009 -0.139 -0.040 0.4191
H 3.216 -1.043 1.787 -0.064 -0.069 0.103 0.4077
H 5.622 -1.546 1.739 0.027 -0.078 0.083 0.2062
H 7.837 -1.839 1.619 -0.196 -0.099 0.188 0.3622
H 10.208 -0.146 -1.300 0.149 0.111 -0.189 0.4093
H 6.084 1.081 -1.597 0.002 0.035 -0.041 0.4291
H 3.687 1.585 -1.552 -0.063 0.063 -0.058 0.4127
H -5.393 -0.386 2.150 -0.113 0.134 -0.045 0.5294
H -6.438 1.038 1.913 0.012 -0.024 -0.006 0.4847
```
Forces are in eV/Å.


Formula: C41H34O4S7Y
Source: the OMol25 dataset
Level of theory: the ωB97M-V functional and the def2-TZVPD basis

Orbital gap: 5.702 eV
HOMO: -8.73 eV
Charge: +1
ΔE to the lowest compared entry with this formula, charge and spin: 29.4 kcal/mol

Structure (XYZ):
```
87
Properties=species:S:1:pos:R:3:forces:R:3:mulliken_charge:R:1
Y 1.922 -2.206 -0.753 -0.270 0.239 -0.298 1.0454
C -2.851 -1.523 6.789 0.004 0.002 -0.007 -1.5136
C -2.245 -1.523 5.415 -0.005 0.002 0.011 0.9809
C -2.975 -1.102 4.309 0.024 0.000 -0.020 -0.9091
C -2.408 -1.097 3.042 0.007 -0.022 0.046 -0.4217
C -1.090 -1.503 2.896 0.008 -0.058 0.095 0.2778
C -0.337 -1.935 3.983 -0.021 -0.003 -0.006 -0.2252
C -0.924 -1.945 5.231 -0.001 0.019 0.025 -0.9819
S -0.431 -1.458 1.265 -0.062 -0.025 0.016 1.3674
O 0.544 -2.642 1.149 0.156 0.130 -0.212 -0.8389
C 0.688 -0.068 1.315 0.000 -0.002 0.025 0.5045
C 1.977 -0.265 1.865 -0.030 0.024 -0.026 -0.6498
C 2.896 0.738 1.776 -0.001 0.012 -0.036 -1.1103
C 2.561 1.975 1.172 0.020 -0.021 0.018 1.1482
C 3.508 3.024 1.080 -0.007 -0.030 0.004 -1.0772
C 3.165 4.218 0.515 -0.047 0.025 -0.020 -0.7068
C 1.859 4.422 0.015 0.038 0.010 0.018 -0.9663
C 0.930 3.424 0.070 0.006 -0.035 -0.005 -0.8082
C 1.261 2.169 0.643 -0.006 0.036 -0.018 0.7589
C 0.331 1.093 0.680 -0.072 0.044 -0.045 -0.2083
C -1.013 1.248 0.046 0.025 0.021 0.041 -1.2037
C -2.085 1.739 0.857 0.058 -0.014 0.010 0.6564
C -1.892 2.072 2.223 0.006 0.058 -0.019 -0.8435
C -2.932 2.525 2.982 -0.010 0.020 -0.020 -0.8983
C -4.220 2.671 2.421 0.028 -0.005 0.025 -0.7095
C -4.435 2.364 1.109 -0.010 -0.006 -0.009 -0.9278
C -3.375 1.895 0.296 -0.036 -0.020 -0.069 1.2282
C -3.583 1.566 -1.067 -0.025 0.023 0.049 -1.2989
C -2.560 1.090 -1.826 0.056 0.002 0.010 -0.9514
C -1.267 0.943 -1.267 -0.060 -0.062 -0.022 1.6634
S -0.108 0.222 -2.438 -0.010 -0.022 -0.003 0.0246
O 1.073 -0.306 -1.650 0.124 -0.298 0.244 0.4330
C 0.541 1.658 -3.245 0.072 0.108 -0.023 0.7390
C -0.178 2.192 -4.304 0.031 0.065 0.004 -0.4563
C 0.323 3.307 -4.957 -0.051 -0.055 -0.007 -0.9750
C 1.541 3.867 -4.583 0.062 0.019 0.025 0.9345
C 2.093 5.070 -5.295 -0.006 -0.010 0.004 -1.4376
C 2.258 3.281 -3.538 -0.014 0.037 -0.055 -0.8262
C 1.769 2.180 -2.861 -0.027 -0.071 -0.035 -0.4563
H -3.929 -1.378 6.749 0.000 0.000 0.000 0.3656
H -2.424 -0.721 7.394 0.001 -0.002 -0.003 0.3179
H -2.648 -2.461 7.305 -0.002 -0.002 0.000 0.3919
H -4.002 -0.784 4.435 -0.001 -0.002 -0.003 0.3634
H -2.981 -0.773 2.181 -0.006 -0.018 0.007 0.5418
H 0.680 -2.280 3.846 0.003 -0.008 -0.014 0.4609
H -0.353 -2.288 6.085 -0.004 -0.001 -0.002 0.4383
H 2.235 -1.215 2.316 0.014 0.018 0.045 0.5534
H 3.899 0.590 2.155 0.001 -0.001 -0.004 0.4559
H 4.505 2.860 1.467 -0.003 -0.001 0.003 0.4985
H 3.892 5.016 0.454 -0.004 0.002 -0.002 0.4319
H 1.598 5.377 -0.421 0.005 0.000 0.004 0.4827
H -0.063 3.583 -0.330 -0.004 -0.004 0.004 0.5574
H -0.909 1.970 2.664 0.008 -0.009 0.000 0.4936
H -2.769 2.778 4.021 -0.002 -0.003 0.000 0.4894
H -5.034 3.034 3.035 0.002 0.000 0.002 0.4396
H -5.417 2.480 0.669 0.005 -0.002 -0.002 0.4725
H -4.572 1.683 -1.492 0.002 0.001 0.006 0.4269
H -2.730 0.814 -2.860 0.003 -0.009 0.008 0.5091
H -1.105 1.737 -4.630 -0.013 0.022 0.000 0.4113
H -0.228 3.731 -5.787 -0.002 0.002 0.005 0.3559
H 1.505 5.316 -6.177 -0.001 0.000 0.000 0.3590
H 3.124 4.898 -5.605 -0.002 -0.001 0.000 0.3735
H 2.091 5.939 -4.635 0.000 0.002 -0.002 0.3062
H 3.223 3.688 -3.261 -0.006 -0.004 0.006 0.4593
H 2.344 1.706 -2.077 -0.013 0.015 0.035 0.4587
O 8.464 -3.877 -2.965 -0.039 0.032 -0.016 -0.5587
C 7.361 -3.580 -2.605 0.051 -0.042 0.011 0.5759
S 5.885 -4.402 -3.147 0.002 -0.062 0.060 -0.1408
C 4.761 -3.466 -2.183 -0.078 0.048 -0.163 0.0684
C 5.271 -2.480 -1.430 0.013 0.068 0.072 0.1497
S 4.377 -1.343 -0.424 0.042 -0.083 0.102 -0.4055
S 7.010 -2.273 -1.458 -0.011 0.007 0.014 -0.1372
S 3.055 -3.853 -2.396 0.002 -0.098 0.079 -0.5407
O 0.006 -2.978 -1.754 -0.012 0.026 0.084 -0.4610
S -0.656 -4.249 -2.286 0.144 -0.018 -0.092 0.2117
C -2.414 -3.850 -2.256 -0.008 0.034 0.002 -0.7546
C -2.866 -4.041 -0.815 -0.004 -0.023 -0.005 0.2206
C -2.255 -5.375 -0.393 -0.002 0.015 0.005 -0.8022
C -0.790 -5.342 -0.834 -0.009 0.002 0.018 -0.1963
H -2.902 -4.555 -2.933 -0.010 0.001 0.005 0.4447
H -2.507 -2.843 -2.659 -0.019 -0.010 -0.004 0.3408
H -3.953 -4.039 -0.738 -0.001 -0.003 0.002 0.4305
H -2.483 -3.226 -0.196 0.001 0.003 -0.005 -0.4148
H -2.780 -6.192 -0.891 0.001 -0.005 0.004 0.3435
H -2.324 -5.546 0.681 0.000 0.008 0.002 0.3864
H -0.369 -6.313 -1.088 -0.003 0.000 0.003 0.5233
H -0.154 -4.854 -0.094 0.008 -0.031 0.007 -0.0590
```
Forces are in eV/Å.


Formula: C23H49BF3N3O3P
Source: the OMol25 dataset
Level of theory: the ωB97M-V functional and the def2-TZVPD basis

Orbital gap: 5.930 eV
HOMO: -3.44 eV
Charge: -1

Structure (XYZ):
```
83
Properties=species:S:1:pos:R:3:forces:R:3:mulliken_charge:R:1
C -1.865 -1.192 -2.186 -0.088 -0.185 0.193 -1.1542
C -1.981 -1.964 -0.849 0.096 -0.394 -0.234 -0.1599
B -0.593 -1.923 -0.027 -0.713 -0.398 0.083 0.6453
O 0.142 -3.120 -0.047 0.120 0.410 0.568 -0.7247
P -0.033 -0.258 0.891 0.494 -0.127 -0.374 1.4988
C 1.612 -0.285 -0.135 -0.299 0.382 -0.763 -1.1006
C 1.947 1.081 -0.765 0.939 -0.538 0.689 -1.4850
C 2.776 2.012 0.149 -0.296 1.241 -0.701 1.6207
C 1.994 3.320 0.466 0.194 -0.860 0.400 -1.5559
C 4.113 2.378 -0.526 -0.215 -0.657 1.324 -1.8203
C -1.704 -0.086 1.878 0.005 -0.089 -0.152 -1.6176
C -2.655 0.969 1.313 -0.329 -0.358 0.622 0.0960
C -3.222 1.961 2.322 -0.351 -0.446 -1.389 0.7869
F -4.545 2.211 2.020 0.050 0.149 0.156 -0.2960
F -2.612 3.153 2.225 0.094 0.089 0.647 -0.3057
F -3.233 1.545 3.588 0.235 0.280 0.269 -0.2856
C 0.719 -1.187 2.419 -0.640 -0.049 -0.474 0.2098
C 0.110 -2.278 3.002 0.171 0.331 -0.086 -0.6001
C 0.716 -2.835 4.100 -1.037 -1.620 0.691 -0.6081
C 1.895 -2.370 4.607 0.470 0.539 -0.033 -0.4149
N 2.504 -1.316 4.069 0.109 -0.049 0.222 -0.7167
C 1.881 -0.777 3.025 0.813 0.969 -0.299 -0.4599
H -0.851 -1.282 -2.577 0.055 0.228 -0.054 0.2644
H -2.525 -1.592 -2.960 -0.114 -0.025 0.089 0.3626
H -2.113 -0.144 -2.039 0.220 0.122 -0.079 0.2216
H -2.210 -3.007 -1.113 0.025 -0.057 0.164 0.4026
H -2.834 -1.608 -0.266 0.015 0.170 -0.042 0.0618
H -0.415 -3.839 0.270 -0.039 -0.232 -0.535 0.3044
H 0.381 1.048 1.463 -0.017 0.073 0.260 0.0202
H -0.639 0.486 -0.248 -0.029 0.090 -0.048 -0.3638
H 1.417 -0.946 -0.995 -0.061 -0.195 0.164 0.3102
H 2.484 -0.709 0.369 0.000 0.071 0.108 0.5974
H 2.566 0.876 -1.646 -0.165 0.146 -0.197 0.4324
H 1.038 1.584 -1.097 -0.097 -0.063 -0.014 0.3992
H 3.040 1.572 1.110 -0.245 -0.468 -0.112 -0.1680
H 2.296 4.118 -0.213 -0.185 0.139 0.009 0.4284
H 2.172 3.603 1.505 0.142 0.345 -0.081 0.2792
H 0.929 3.110 0.403 -0.094 0.253 -0.119 0.3461
H 4.646 1.439 -0.690 0.170 0.149 -0.483 0.3791
H 4.693 2.920 0.227 0.191 0.342 -0.335 0.4506
H 3.975 2.961 -1.433 0.101 -0.058 -0.113 0.4023
H -2.220 -1.052 1.871 -0.052 0.001 0.069 0.3706
H -1.436 0.086 2.919 0.062 0.274 -0.007 0.6637
H -3.523 0.446 0.912 -0.076 0.141 -0.152 -0.3366
H -2.232 1.553 0.492 0.237 0.004 0.063 0.2638
H -0.830 -2.671 2.637 -0.085 -0.079 -0.065 0.3078
H 0.243 -3.683 4.591 0.041 -0.003 0.015 0.3374
H 2.350 -2.832 5.476 0.088 -0.003 0.007 0.3661
H 2.353 0.107 2.594 0.140 -0.031 0.138 0.2959
C 8.756 -1.736 -3.803 0.046 -0.169 -0.062 -1.4186
C 7.724 -1.606 -2.686 0.169 0.263 -0.146 0.3593
C 6.430 -0.902 -3.122 -0.203 -0.162 0.233 -0.6993
O 6.534 0.504 -3.235 0.028 -0.078 -0.189 -0.2795
C 7.074 0.971 -4.454 0.006 0.193 0.185 -0.7627
N 8.349 -0.943 -1.538 -0.170 -0.014 0.037 -0.7554
H 9.260 -0.792 -4.008 -0.053 0.040 0.023 0.2802
H 9.525 -2.456 -3.520 0.002 0.035 0.046 0.3615
H 8.293 -2.087 -4.727 -0.002 0.029 -0.005 0.3365
H 7.448 -2.619 -2.379 -0.089 0.028 0.029 0.4029
H 5.677 -1.075 -2.349 0.004 0.078 0.014 0.3298
H 6.033 -1.335 -4.050 0.097 0.015 -0.059 0.4075
H 6.784 0.337 -5.297 0.043 -0.047 0.006 0.3457
H 8.164 1.044 -4.400 0.021 -0.077 -0.150 0.2412
H 6.684 1.976 -4.624 -0.053 -0.023 0.029 0.2384
H 7.696 -0.946 -0.759 0.060 -0.084 0.040 0.2851
H 8.445 0.042 -1.772 0.068 -0.014 -0.011 0.3226
C -8.206 0.583 -0.842 0.058 -0.094 -0.148 -1.5949
C -7.233 0.879 0.296 -0.352 0.083 -0.019 0.6412
C -7.478 0.028 1.551 0.360 0.006 0.065 -0.5666
O -8.582 0.441 2.341 -0.064 -0.190 -0.081 -0.4206
C -9.840 -0.030 1.903 -0.014 0.208 0.153 -0.6481
N -7.267 2.313 0.590 0.042 -0.072 0.207 -0.7553
H -9.192 1.012 -0.663 0.009 0.003 0.066 0.3031
H -7.834 1.011 -1.773 0.007 0.046 0.034 0.3817
H -8.322 -0.493 -0.992 -0.020 0.006 0.011 0.3368
H -6.229 0.635 -0.063 0.037 -0.022 0.105 0.2562
H -6.604 0.128 2.199 -0.046 0.068 0.041 0.2217
H -7.565 -1.038 1.299 -0.097 0.015 -0.069 0.4327
H -9.771 -1.033 1.472 0.017 0.014 -0.063 0.2977
H -10.286 0.656 1.178 -0.045 -0.126 -0.101 0.2239
H -10.500 -0.069 2.771 0.047 -0.010 0.026 0.2662
H -6.548 2.516 1.278 0.086 0.084 -0.159 0.3416
H -8.137 2.503 1.081 -0.047 0.013 -0.095 0.3357
```
Forces are in eV/Å.


| no. | E_tot (eV) | LUMO level (eV) |
| --- | --- | --- |
| 1 | -37821.684 | 0.6 |
| 2 | -128147.649 | -3.0 |
| 3 | -53374.523 | 2.5 |